Entry from the OMol25 dataset: a molecular structure, C34H57BiN3O2Si in a non-equilibrium geometry (ωB97M-V with the def2-TZVPD basis set).

## Properties
total charge: +1
energy relative to the best compared isomer or geometry (same formula, charge and spin): 0.000 eV
Kohn-Sham gap: 7.13 eV
total energy: -2148.32092 hartree
LUMO: -4.3 eV

XYZ file:
```
98
Properties=species:S:1:pos:R:3:mulliken_charge:R:1
O 0.9804 -2.5753 -0.1908 -0.0816
O -2.1651 -2.5078 -4.9844 -0.4056
C 2.1830 -2.6965 -1.0729 0.2146
C 3.1826 -3.6379 -0.4360 -1.1526
H 2.5982 -1.6738 -1.1980 -0.2634
H 1.9290 -2.9947 -2.1106 0.4066
H 3.6072 -3.1700 0.4526 0.1974
H 3.9951 -3.8681 -1.1337 0.4308
H 2.7018 -4.5832 -0.1784 0.2855
C -0.1966 -3.3315 -0.5439 -0.0848
C -0.0480 -4.3251 -1.6690 -1.4784
H -1.0624 -2.6874 -0.7519 0.1590
H -0.4955 -3.8199 0.3908 0.4045
H -0.0959 -3.7942 -2.6174 0.3271
H -0.8874 -5.0201 -1.6269 0.3911
H 0.8593 -4.9097 -1.6226 0.3776
C -3.0189 -2.0555 -3.9368 0.1755
C -1.3404 -1.5178 -5.5790 0.3543
C -3.8674 -3.2186 -3.4238 -1.2129
H -3.7105 -1.2783 -4.3118 0.4094
H -2.4239 -1.5810 -3.1332 -0.0462
H -4.2859 -3.7895 -4.2561 0.3367
H -4.7058 -2.8458 -2.8253 0.3846
H -3.3118 -3.9259 -2.7958 0.1889
C -0.7706 -1.9851 -6.9129 -1.4123
H -0.5094 -1.3037 -4.8941 -0.1061
H -1.8983 -0.5773 -5.7320 0.2821
H -0.2220 -2.9255 -6.8280 0.3232
H -0.0656 -1.2397 -7.2841 0.3822
H -1.5218 -2.1249 -7.6834 0.3542
H 0.4495 0.9044 -1.6288 -0.2666
N 1.6713 1.0155 2.3159 0.5809
C 1.5579 2.3135 2.6248 0.9423
C 0.3927 3.0530 2.4157 -1.5402
C -0.9189 2.6162 2.2391 0.7776
C 2.7571 3.0164 3.2054 -1.5001
H 3.6303 2.9815 2.5350 0.2679
H 3.0407 2.6045 4.1875 0.2556
H 2.5016 4.0714 3.3575 0.5054
C -2.0146 3.6505 2.2920 -1.6379
H -2.5866 3.5933 3.2336 0.2927
H -2.7131 3.5751 1.4435 0.2644
H -1.5575 4.6479 2.2573 0.4975
N -1.2649 1.3236 2.0918 0.7667
C 2.9060 0.3204 2.5709 -0.4014
C 3.8787 0.1921 1.5587 1.3300
C 3.7950 0.9404 0.2646 -1.1602
C 4.9236 -0.7018 1.7589 -0.9506
H 5.6585 -0.8128 0.9588 0.4807
C 5.0271 -1.4210 2.9536 -0.8374
H 5.8489 -2.1162 3.0854 0.4467
C 4.0915 -1.2266 3.9742 -1.1502
H 4.1757 -1.7676 4.9144 0.4555
C 3.0329 -0.3462 3.8014 1.0639
C 1.9937 -0.1698 4.8649 -0.8157
C -2.6079 0.9247 2.4259 -0.3962
C -3.5350 0.7027 1.3950 1.3382
C -3.1984 0.9726 -0.0396 -1.1161
C -4.8241 0.2768 1.7263 -1.1659
H -5.5420 0.1065 0.9322 0.4911
C -5.1754 0.0844 3.0666 -0.9254
H -6.1781 -0.2539 3.3286 0.4197
C -4.2584 0.3523 4.0772 -1.0031
H -4.5151 0.2524 5.1309 0.4311
C -2.9673 0.7799 3.7787 0.6914
C -1.9653 1.0433 4.8560 -0.8201
Bi 0.1058 -0.4353 1.3720 1.7574
H 3.5328 0.2710 -0.5736 0.2278
H 4.7895 1.3572 0.0269 0.4748
H 3.0770 1.7695 0.2936 -0.4694
H 1.8171 0.8864 5.1178 0.1979
H 2.3319 -0.6820 5.7776 0.4894
H 1.0367 -0.6304 4.5807 -0.0110
H -3.9427 0.4916 -0.6947 0.4529
H -2.2133 0.5631 -0.3146 0.0506
H -3.2002 2.0527 -0.2745 0.2138
H -1.1340 0.3257 4.8399 0.0246
H -2.4721 0.9203 5.8179 0.4963
H -1.5562 2.0618 4.8178 0.2490
H 0.5107 4.1308 2.5135 0.3378
C 0.7555 0.6962 -2.6597 0.1512
Si 0.4709 2.5271 -2.8587 0.2898
H 1.7779 0.3105 -2.6904 0.4275
H 0.0381 0.0318 -3.1445 -0.4036
C 1.6336 2.8900 -4.2773 -1.1036
C 0.9515 3.3792 -1.2234 0.2500
C -1.4169 2.6131 -2.9569 -0.8623
H -1.9117 1.6456 -3.1468 0.1887
H -1.7392 3.3073 -3.7666 0.4207
H -1.8421 2.9898 -2.0122 0.1636
H 2.6478 2.5582 -4.0233 0.3445
H 1.7153 3.9445 -4.5827 0.3528
H 1.3400 2.3315 -5.1759 0.3185
H 1.7634 2.8577 -0.6809 -0.5430
H 0.0831 3.4334 -0.5459 -0.1024
H 1.2763 4.4221 -1.4571 0.4936
N -0.7267 -2.6947 3.8086 -0.4917
C -0.4434 -1.8614 3.0286 -0.1401
```

***

Entry from the OMol25 dataset: C20H19N3O5S in the gas phase (ωB97M-V with the def2-TZVPD basis set).

## Properties
energy relative to the best compared isomer or geometry (same formula, charge and spin): 1.015 eV
Kohn-Sham gap: 8.54 eV
SMILES: CCOC(=O)/C(C#N)=C/Nc1ccccc1NS(=O)(=O)c1cccc(C(C)=O)c1
total energy: -1712.19741 hartree
LUMO: -0.1 eV

XYZ file:
```
48
Properties=species:S:1:pos:R:3:nbo_charge:R:1
C -4.1790 -1.9246 -1.1330 -0.6360
C -4.4079 -1.2511 0.2120 -0.0799
H -5.0592 -1.8539 0.8514 0.1867
H -4.8439 -0.2547 0.0875 0.2090
O -3.1597 -1.1214 0.8947 -0.5136
C -2.6984 0.1103 1.1283 0.8122
O -3.3240 1.1280 0.9345 -0.6223
C -1.3082 0.0787 1.6080 -0.4194
C -0.4617 -0.9195 1.2196 0.2014
N 0.8519 -0.9093 1.4874 -0.5552
C 1.8174 -1.7253 0.8889 0.1081
C 1.5163 -3.0175 0.4724 -0.2323
C 2.4646 -3.7808 -0.1827 -0.1864
C 3.7270 -3.2652 -0.4237 -0.2169
C 4.0491 -1.9946 0.0174 -0.1902
C 3.1107 -1.2189 0.6843 0.1622
N 3.4926 0.0752 1.0735 -0.8838
S 3.6858 1.2722 -0.0940 2.3167
O 4.0307 0.6189 -1.3154 -0.9204
O 4.5648 2.2510 0.4642 -0.9221
C 2.0401 1.9791 -0.2075 -0.3492
C 1.0433 1.2849 -0.8572 -0.1854
C -0.2461 1.8179 -0.9057 -0.0964
C -0.4985 3.0432 -0.2898 -0.1649
C 0.5146 3.7236 0.3637 -0.1939
C 1.7935 3.1920 0.4075 -0.1606
H 2.6070 3.6950 0.9054 0.2483
H 0.3050 4.6631 0.8494 0.2296
H -1.4968 3.4502 -0.2882 0.2298
C -1.3139 1.0259 -1.5786 0.5847
O -1.2210 -0.1789 -1.6776 -0.5642
C -2.4988 1.7909 -2.0901 -0.7368
H -3.1443 2.0115 -1.2387 0.2692
H -3.0561 1.1811 -2.7971 0.2380
H -2.1977 2.7258 -2.5536 0.2302
H 1.2613 0.3436 -1.3396 0.2529
H 3.1481 0.4368 1.9483 0.4031
H 5.0234 -1.5705 -0.1589 0.2370
H 4.4638 -3.8545 -0.9462 0.2215
H 2.2125 -4.7783 -0.5077 0.2201
H 0.5343 -3.4231 0.6586 0.2166
H 1.1921 -0.0893 1.9778 0.4082
H -0.8441 -1.7322 0.6224 0.2432
C -0.8069 1.1829 2.3141 0.2873
N -0.3224 2.0483 2.8954 -0.3425
H -3.4148 -1.3869 -1.6896 0.2333
H -3.8423 -2.9481 -0.9899 0.2079
H -5.1038 -1.9319 -1.7025 0.2150
```

***

Entry from the OMol25 dataset: a molecular structure, C28H36CdN3O3 (ωB97M-V with the def2-TZVPD basis set).

## Properties
total charge: +1
energy relative to the best compared isomer or geometry (same formula, charge and spin): 0.397 eV
Kohn-Sham gap: 7.98 eV
total energy: -1646.05439 hartree
LUMO: -2.5 eV

XYZ file:
```
71
Properties=species:S:1:pos:R:3:mulliken_charge:R:1
Cd -0.0585 -0.0285 -0.1649 0.5940
C -0.1123 -0.3014 3.3572 -0.8687
O -0.2284 0.6685 2.3368 -0.1351
C 0.4562 1.8676 2.6579 -0.4420
C 0.1282 2.9231 1.5966 -0.6972
O 0.4126 2.5213 0.2684 -0.1948
C 1.6738 2.8852 -0.2582 -0.7160
C 2.8462 2.0650 0.2933 -0.6664
O 2.5006 0.6926 0.2845 -0.0211
C 3.5531 -0.1213 0.7604 -0.5972
H -0.5061 0.0861 4.3023 0.3762
H 0.9325 -0.6045 3.4968 0.3431
H -0.7132 -1.1550 3.0485 0.1035
H 1.5341 1.6701 2.7185 0.2033
H 0.1191 2.2453 3.6346 0.4557
H 0.6460 3.8595 1.8317 0.4124
H -0.9527 3.0969 1.6277 0.3477
H 1.8694 3.9526 -0.0898 0.3865
H 1.5812 2.7059 -1.3344 0.3026
H 3.0949 2.3818 1.3181 0.3787
H 3.7319 2.2386 -0.3349 0.4895
H 4.4314 -0.0522 0.1103 0.2916
H 3.1860 -1.1451 0.7676 0.0576
H 3.8515 0.1728 1.7730 0.3377
C -0.8379 -6.8602 -2.0154 -1.5792
C -1.7122 -6.6741 -0.8134 0.5723
C -2.4530 -7.7276 -0.3003 -0.7123
C -3.2795 -7.5634 0.7970 -0.7298
C -3.3740 -6.3251 1.4057 -1.0942
C -2.6225 -5.2650 0.9310 0.0792
C -1.7954 -5.4306 -0.1755 0.3561
N -0.9588 -4.3900 -0.6263 -0.0086
C -1.0671 -3.0452 -0.3553 0.1080
N -2.3241 -2.5474 -0.4176 0.0081
C -2.8821 -1.2527 -0.3919 1.2273
C -2.1494 -0.0625 -0.3567 -1.1362
C -2.8301 1.1518 -0.3302 -0.0156
C -4.2105 1.2001 -0.3626 -1.0957
C -4.9287 0.0207 -0.4212 -0.6614
C -4.2921 -1.2094 -0.4274 0.9093
C -5.1307 -2.4562 -0.4617 -1.4714
N -0.0058 -2.3280 -0.1384 -0.0958
C 1.2667 -2.9348 -0.1728 -0.7665
C 2.0518 -2.6945 -1.2989 -0.0259
C 3.3302 -3.2091 -1.3865 -0.8595
C 3.8348 -3.9727 -0.3440 -0.7346
C 3.0577 -4.2093 0.7770 -0.8310
C 1.7663 -3.7042 0.8850 1.8837
C 0.9329 -3.9767 2.1016 -1.4561
H -1.0103 -7.8389 -2.4525 0.4261
H 0.2197 -6.7931 -1.7545 0.3273
H -1.0492 -6.0999 -2.7667 0.3478
H -2.3760 -8.6956 -0.7730 0.4007
H -3.8433 -8.3998 1.1770 0.4129
H -4.0157 -6.1869 2.2603 0.4415
H -2.6478 -4.3168 1.4474 0.6446
H -0.0175 -4.6923 -0.8444 0.3906
H -3.0152 -3.2587 -0.6129 -0.0011
H -2.2740 2.0795 -0.2828 0.5540
H -4.7288 2.1464 -0.3388 0.4099
H -6.0071 0.0534 -0.4590 0.3476
H -6.1799 -2.1781 -0.4014 0.3941
H -4.9106 -3.1147 0.3786 0.3073
H -4.9865 -3.0135 -1.3892 0.3798
H 1.6274 -2.1120 -2.1096 0.4585
H 3.9278 -3.0241 -2.2656 0.4590
H 4.8300 -4.3848 -0.4081 0.4486
H 3.4543 -4.8053 1.5860 0.4845
H 1.5556 -4.0694 2.9874 0.5150
H 0.3772 -4.9072 1.9907 0.2579
H 0.2141 -3.1746 2.2571 -0.0184
```

***

Entry from the OMol25 dataset: 2 unconnected molecules or ions with the total composition CH3O3 in a non-equilibrium geometry (ωB97M-V with the def2-TZVPD basis set).

## Properties
total charge: -1
energy relative to the best compared isomer or geometry (same formula, charge and spin): 0.299 eV
Kohn-Sham gap: 9.05 eV
total energy: -265.68685 hartree
LUMO: 4.7 eV

XYZ file:
```
7
Properties=species:S:1:pos:R:3:nbo_charge:R:1
O -0.9908 -0.2203 -0.7216 -0.7901
C -0.3207 0.8024 -0.8677 0.6180
O 0.6877 1.0647 -0.1807 -0.8119
H -0.6943 1.5235 -1.6117 0.0104
H 0.0396 -1.4136 0.6530 0.4812
H 0.9114 -0.4809 1.2276 0.4906
O 0.3670 -1.2758 1.5011 -0.9983
```

***

Copy entry 4 word for word.
Entry from the OMol25 dataset: 2 unconnected molecules or ions with the total composition CH3O3 in a non-equilibrium geometry (ωB97M-V with the def2-TZVPD basis set).

## Properties
total charge: -1
energy relative to the best compared isomer or geometry (same formula, charge and spin): 0.299 eV
Kohn-Sham gap: 9.05 eV
total energy: -265.68685 hartree
LUMO: 4.7 eV

XYZ file:
```
7
Properties=species:S:1:pos:R:3:nbo_charge:R:1
O -0.9908 -0.2203 -0.7216 -0.7901
C -0.3207 0.8024 -0.8677 0.6180
O 0.6877 1.0647 -0.1807 -0.8119
H -0.6943 1.5235 -1.6117 0.0104
H 0.0396 -1.4136 0.6530 0.4812
H 0.9114 -0.4809 1.2276 0.4906
O 0.3670 -1.2758 1.5011 -0.9983
```

***

- Number 2 is which compound?
  C20H19N3O5S